# 1
Formula: C6H12N2O5
Source: the Open Molecules 2025 dataset
Level of theory: wB97M-V/def2-TZVPD

Output
- Gap between HOMO and LUMO: 8.96 eV
- Total energy: -721.3132 hartree
- Charge: 0
- HOMO energy: -9.4121 eV
- Molar mass: 192.2 u
- 2S+1: 1

```
25
Properties=species:S:1:pos:R:3:forces:R:3:mulliken_charge:R:1
C 0.5381 -0.7759 -2.0290 -0.636 0.080 1.320 0.03
C -0.2015 -0.8402 -0.7026 5.248 -5.169 2.129 0.32
C 1.8194 -1.6969 -1.9878 -0.763 -0.237 1.990 -0.42
C -1.2124 0.3580 1.0949 0.285 -2.081 -1.448 0.03
C -2.2608 1.3630 1.0553 -0.521 3.422 1.759 0.48
C -0.1035 0.6158 2.1226 2.400 0.251 1.450 -0.29
H 1.1327 0.5717 -3.3907 -1.074 1.046 2.483 0.33
H 1.3404 1.0393 -1.7154 -0.845 -0.067 -1.357 0.30
H -0.2175 -1.2305 -2.6323 -0.059 -0.546 -1.476 0.35
H 1.4451 -2.7816 -1.7360 0.907 2.180 -0.951 0.23
H 2.2218 -1.5252 -3.0250 0.592 -0.706 1.256 0.31
H 2.9308 -2.3430 0.2066 -0.995 3.972 -4.313 0.35
H -1.2413 0.8324 -1.0605 1.021 -0.570 1.500 0.34
H -1.7500 -0.5065 1.5242 0.550 -0.473 -0.822 0.26
H 1.0126 0.0737 1.9282 -3.555 0.957 0.194 0.27
H -0.5160 0.3636 3.1591 0.577 -0.531 -1.484 0.26
H 0.7716 2.1667 3.1398 -2.889 -0.498 -4.212 0.36
H -3.1679 0.6085 2.8077 1.459 4.352 -2.709 0.39
N 0.6264 0.6835 -2.4141 2.860 -2.084 -1.460 -0.72
N -0.8067 0.1948 -0.3354 -4.033 4.784 1.566 -0.16
O 0.0825 -1.7380 0.1605 -0.957 0.920 -2.042 -0.72
O 2.7832 -1.2673 -0.8496 -0.751 -3.991 1.153 -0.62
O -2.4360 2.2157 0.2378 0.121 -0.480 -1.294 -0.55
O 0.1233 2.0331 2.2196 2.968 0.431 3.595 -0.57
O -2.9143 1.5852 2.2221 -1.912 -4.959 3.174 -0.55
```
Positions in Å, forces in eV/Å.

---

# 2
Formula: C6H12N2O6
Source: the Open Molecules 2025 dataset
Level of theory: wB97M-V/def2-TZVPD

Output
- Gap between HOMO and LUMO: 10.27 eV
- Total energy: -796.4281 hartree
- Charge: 0
- SMILES: CCCC[C@H](CO[N+](=O)[O-])OON=O
- HOMO energy: -10.8905 eV
- Molar mass: 208.2 u
- 2S+1: 1

```
26
Properties=species:S:1:pos:R:3:forces:R:3:mulliken_charge:R:1
C 2.7739 2.4096 0.9695 -0.039 -0.047 0.104 -1.37
C 2.0137 1.1603 0.5632 -0.252 -0.110 -0.111 -0.16
C 0.9594 1.4389 -0.5057 -0.016 -0.109 -0.362 -0.57
C 0.2370 0.1745 -0.9783 -0.200 -0.244 0.251 -0.88
C -0.6419 -0.4722 0.1092 0.937 0.340 0.829 0.47
C -1.2498 -1.7817 -0.3675 -0.227 1.446 0.344 -0.83
O -0.2523 -2.8066 -0.5395 -1.539 -0.612 -0.828 -0.28
N -1.0042 -3.8992 -1.1619 0.294 -1.271 -0.375 0.99
O -0.3242 -4.8684 -1.4689 -1.227 2.207 0.764 -0.54
O -2.2039 -3.7215 -1.2934 1.964 -0.856 -0.002 -0.48
O -1.6029 0.5987 0.3943 -1.282 -1.563 0.948 -0.29
O -2.5696 0.0844 1.4671 0.100 1.541 -1.478 -0.12
N -3.7914 0.9280 1.6016 1.102 2.785 -2.243 0.31
O -3.8364 1.9464 0.9628 0.633 -4.072 2.141 -0.25
H 3.5143 2.1715 1.7293 0.115 0.068 0.066 0.38
H 3.2886 2.8480 0.1146 0.025 0.032 -0.023 0.33
H 2.1000 3.1617 1.3816 -0.011 0.035 -0.009 0.33
H 2.7167 0.4069 0.1854 -0.076 0.051 0.014 0.27
H 1.5224 0.7121 1.4342 0.141 0.104 0.016 0.21
H 0.1918 2.1457 -0.1395 0.529 -0.105 -0.180 0.32
H 1.4577 1.8647 -1.3961 -0.243 0.097 0.392 0.34
H -0.4670 0.4352 -1.7850 0.350 -0.158 0.005 0.40
H 0.9632 -0.5839 -1.3509 -0.520 0.420 0.220 0.37
H -0.0923 -0.6791 1.0431 -0.008 0.243 -0.296 0.24
H -1.9863 -2.1205 0.3428 -0.265 -0.053 0.153 0.46
H -1.7168 -1.5533 -1.3121 -0.286 -0.168 -0.337 0.34
```
Positions in Å, forces in eV/Å.

---

# 3
Formula: C6H12N2OPTl
Source: the Open Molecules 2025 dataset
Level of theory: wB97M-V/def2-TZVPD

Output
- Gap between HOMO and LUMO: 5.37 eV
- Total energy: -934.1893 hartree
- Charge: 0
- HOMO energy: -5.5098 eV
- Molar mass: 363.5 u
- 2S+1: 1

```
23
Properties=species:S:1:pos:R:3:forces:R:3:mulliken_charge:R:1
C -0.4421 -0.7354 -2.4840 -0.507 -1.805 -0.926 -0.54
C -0.6023 0.1549 -3.5338 0.017 1.056 -0.097 -0.49
C -0.3303 1.5656 -3.5145 -0.216 -0.138 -0.209 -0.39
C 0.2513 2.3617 -2.4583 -0.553 -0.684 -0.957 -0.21
C 0.6107 1.9114 -1.2045 0.832 1.164 1.308 -0.69
Tl -0.0679 0.0390 -0.6501 0.207 1.030 -1.149 1.01
P 0.2248 -2.4657 0.3179 0.242 -0.400 -0.018 -0.20
H -0.5965 -1.8277 -2.5515 -0.338 0.696 -0.656 0.06
H -0.9961 -0.2459 -4.4894 0.367 0.292 0.411 0.28
H -0.5961 2.1105 -4.4538 0.335 -0.488 0.920 0.23
H 1.1876 2.5035 -0.4668 -0.611 0.224 -0.851 0.27
H 0.3998 3.4268 -2.7379 0.164 -0.686 0.272 0.27
H 1.5334 -2.6448 0.9333 -0.983 -0.531 -0.323 0.06
H 0.1700 -3.4310 -0.7679 0.175 0.277 1.149 0.12
H -0.7083 -2.9498 1.3146 0.827 -0.165 -0.554 0.11
N 0.8512 -0.7729 3.5385 0.231 -0.277 0.956 -0.35
C 0.0097 0.0443 2.8829 -0.431 0.508 -1.524 0.66
N -0.8692 0.8027 3.5749 0.161 -0.161 0.721 -0.43
O 0.0060 0.1162 1.6276 0.218 -0.244 2.827 -0.59
H 0.8876 -0.8249 4.5613 0.003 -0.016 -0.966 0.19
H 1.4607 -1.3532 2.9793 -0.078 0.223 0.279 0.19
H -1.4644 1.3616 2.9880 -0.066 0.150 0.257 0.24
H -0.9198 0.8532 4.5941 0.006 -0.027 -0.870 0.18
```
Positions in Å, forces in eV/Å.

---

# 4
Formula: C6H12N2OSSi
Source: the Open Molecules 2025 dataset
Level of theory: wB97M-V/def2-TZVPD

Output
- Gap between HOMO and LUMO: 9.94 eV
- Total energy: -1108.2410 hartree
- Charge: 0
- SMILES: CC(=O)SN(C#N)[Si](C)(C)C
- HOMO energy: -9.5084 eV
- Molar mass: 188.3 u
- 2S+1: 1

```
23
Properties=species:S:1:pos:R:3:forces:R:3:mulliken_charge:R:1
C 1.3503 2.2974 2.7774 0.230 1.427 -1.877 -1.22
C 0.3124 1.5963 1.9544 -1.620 -0.209 0.354 0.84
O -0.7362 2.0153 1.5569 0.095 0.596 -0.312 -0.52
S 0.7637 -0.1050 1.8188 0.439 -1.654 -0.059 -0.15
N -0.3564 -1.0320 0.8311 3.857 3.248 -2.195 -0.03
C -1.2746 -1.6677 1.4079 -0.699 -0.279 0.912 0.50
N -2.0887 -2.2423 1.9318 -2.987 -2.163 1.746 -0.57
Si -0.3332 -0.8250 -0.9560 2.108 1.269 -0.069 0.33
C 1.4103 0.0345 -1.1882 0.160 1.112 -0.625 -1.24
C -0.4825 -2.4113 -1.9736 1.498 -0.308 -1.417 -1.18
C -1.5940 0.4072 -1.4543 -1.047 0.351 -0.377 -0.98
H 2.1426 2.6313 2.0899 -0.164 -0.022 0.119 0.29
H 1.7938 1.6221 3.4157 1.074 -1.579 1.565 0.41
H 1.0419 3.1620 3.3471 -0.648 0.081 -0.108 0.33
H 1.6097 -0.1907 -2.2583 0.326 0.085 0.450 0.34
H 1.4809 1.1826 -1.1396 -0.963 -1.471 -0.098 0.35
H 2.3141 -0.1798 -0.5790 -0.759 -0.796 -0.429 0.41
H -1.0788 -3.2166 -1.5854 0.193 -0.540 0.949 0.40
H -1.0303 -2.3110 -2.9227 0.098 0.927 0.118 0.36
H 0.5440 -2.7953 -2.3674 -1.606 0.476 1.187 0.29
H -1.9163 1.1616 -0.7514 0.637 0.249 0.690 0.35
H -1.3293 0.9722 -2.3632 -0.059 -0.528 0.089 0.34
H -2.5433 -0.1058 -1.5917 -0.163 -0.273 -0.611 0.33
```
Positions in Å, forces in eV/Å.

---

# 5
Formula: C6H12N2S
Source: the Open Molecules 2025 dataset
Level of theory: wB97M-V/def2-TZVPD

Output
- Gap between HOMO and LUMO: 9.39 eV
- Total energy: -743.3801 hartree
- Charge: 0
- HOMO energy: -8.6701 eV
- Molar mass: 144.2 u
- 2S+1: 1

```
21
Properties=species:S:1:pos:R:3:forces:R:3:mulliken_charge:R:1
C -0.2891 -0.2829 -0.2944 1.911 1.208 -1.640 0.06
C 0.9316 -0.8785 -0.2299 -3.132 0.495 -1.013 0.87
C -0.1508 1.2404 -0.4510 -1.636 0.393 -2.624 -0.06
C -1.6290 -0.8860 -0.6209 0.445 0.401 -1.359 -1.34
C 1.2259 -2.3176 -0.1404 2.230 0.585 0.614 -1.15
C -0.2712 2.0591 0.8146 1.855 -2.486 0.894 -1.08
N 2.3403 0.5781 1.1785 1.992 0.258 2.590 -0.64
N 1.1598 1.5412 -1.0407 1.239 -0.722 3.583 -0.64
S 2.2537 0.2652 -0.3046 -1.150 1.018 -1.855 0.17
H -0.9729 1.5545 -1.2245 1.374 -0.423 1.143 0.43
H -1.5230 -1.5594 -1.5990 -0.671 1.392 2.317 0.26
H -2.4607 -0.1154 -0.6331 1.158 -0.782 -0.665 0.37
H -1.8263 -1.3819 0.2724 -0.962 -2.097 1.136 0.39
H 0.5398 -2.7684 0.5556 0.208 -0.467 0.525 0.30
H 2.3403 -2.3152 0.1668 -1.791 -0.939 -0.086 0.31
H 1.1282 -2.8245 -1.0820 0.044 -0.245 -0.610 0.29
H 0.7181 1.6395 1.3590 -2.875 1.110 -0.094 0.23
H -1.2800 1.9007 1.2468 0.854 0.321 0.313 0.35
H -0.0144 3.0474 0.5479 -0.305 1.344 -0.075 0.40
H 3.3072 0.7707 1.4893 -0.635 0.095 -0.486 0.21
H 1.2243 1.4229 -1.9948 -0.152 -0.459 -2.610 0.29
```
Positions in Å, forces in eV/Å.

---

# 6
Formula: C6H12N3
Source: the Open Molecules 2025 dataset
Level of theory: wB97M-V/def2-TZVPD

Output
- Gap between HOMO and LUMO: 8.81 eV
- Total energy: -399.8810 hartree
- Charge: +1
- HOMO energy: -11.8376 eV
- Molar mass: 126.2 u
- 2S+1: 1

```
21
Properties=species:S:1:pos:R:3:forces:R:3:mulliken_charge:R:1
C 1.8622 0.9376 -0.6815 0.040 -0.059 -0.304 -0.39
C 1.9558 0.8459 0.7235 -0.139 0.053 0.183 -0.49
C 1.6713 -0.3302 -1.1595 -0.049 0.218 -0.457 -0.63
C 1.8107 -0.4743 1.0502 0.052 -0.026 0.436 -0.63
C -1.5841 0.2157 0.1266 0.044 0.052 0.044 0.87
C -2.1753 -0.9530 -0.5679 -0.057 -0.244 -0.148 -1.27
N 1.6246 -1.1799 -0.0976 -0.030 -0.325 0.065 0.05
N -1.3338 0.1395 1.4140 -0.099 0.087 0.143 -0.35
N -1.3020 1.3034 -0.5482 -0.129 0.282 0.014 -0.31
H 1.9623 1.8250 -1.2751 0.037 0.156 -0.150 0.52
H 2.1283 1.6557 1.4040 0.107 0.126 0.207 0.51
H 1.5793 -0.6855 -2.1676 0.044 -0.093 -0.147 0.43
H 1.8324 -0.9607 2.0050 0.085 -0.120 0.173 0.46
H -1.3661 -1.6025 -0.9028 0.080 0.028 -0.008 0.29
H -2.7493 -0.6557 -1.4411 -0.040 0.057 0.013 0.38
H -2.8086 -1.5312 0.0992 -0.066 0.037 0.037 0.39
H -0.8562 0.8812 1.9076 0.020 -0.135 -0.046 0.25
H -1.5581 -0.6970 1.9302 0.038 0.075 -0.070 0.21
H 1.6180 -2.1844 -0.1613 0.009 0.067 0.008 0.21
H -1.4793 1.3605 -1.5396 0.044 -0.083 0.107 0.22
H -0.8321 2.0898 -0.1181 0.010 -0.153 -0.100 0.26
```
Positions in Å, forces in eV/Å.